# 1
{
  "formula": "C36H34Cl2CuN4O5S",
  "method": "wB97M-V/def2-TZVPD",
  "symbols": ["Cu", "Cl", "C", "C", "C", "Cl", "C", "C", "C", "C", "N", "C", "C", "O", "H", "H", "H", "H", "C", "N", "N", "C", "O", "C", "C", "C", "C", "C", "C", "C", "C", "C", "H", "H", "H", "H", "H", "H", "H", "H", "H", "H", "H", "H", "C", "C", "C", "C", "C", "C", "C", "C", "C", "C", "H", "H", "H", "H", "H", "H", "H", "H", "H", "H", "H", "H", "N", "C", "C", "C", "C", "C", "C", "S", "O", "O", "O", "H", "H", "H", "H", "H", "H"],
  "positions_angstrom": [[-1.0442, -1.3154, -0.8528], [-3.7089, -5.5369, -0.5527], [-3.1262, -4.5094, 0.7312], [-3.3386, -4.9018, 2.0506], [-2.9281, -4.1122, 3.0939], [-3.2524, -4.6386, 4.7371], [-2.2610, -2.8894, 2.8597], [-1.8288, -1.9992, 3.8671], [-1.1982, -0.8430, 3.5118], [-0.9511, -0.5736, 2.1556], [-1.3242, -1.3798, 1.1863], [-2.0119, -2.5120, 1.5128], [-2.4893, -3.2991, 0.3797], [-2.3283, -2.8859, -0.7977], [-3.8456, -5.8384, 2.2472], [-1.9949, -2.2505, 4.9068], [-0.8490, -0.1438, 4.2625], [-0.3883, 0.3058, 1.8741], [-1.2738, 5.0907, -0.9710], [-1.2996, 3.8592, -0.1847], [-2.1816, 2.8854, -0.6763], [-1.5308, 1.6466, -0.7543], [-2.1072, 0.6124, -1.0303], [-0.1677, 1.9142, -0.3619], [-0.0698, 3.2178, -0.0466], [1.1040, 4.0020, 0.4199], [-3.5664, 3.1056, -0.6504], [-4.1134, 4.0848, 0.1790], [-5.4816, 4.3158, 0.1759], [-6.3227, 3.5660, -0.6317], [-5.7774, 2.5680, -1.4286], [-4.4118, 2.3332, -1.4486], [-2.2866, 5.4422, -1.1310], [-0.7932, 4.9380, -1.9440], [-0.7217, 5.8458, -0.4141], [0.6132, 1.1659, -0.3220], [1.7973, 3.3561, 0.9515], [0.7961, 4.7985, 1.0971], [1.6437, 4.4523, -0.4180], [-3.4657, 4.6368, 0.8473], [-5.8935, 5.0802, 0.8247], [-7.3901, 3.7490, -0.6319], [-6.4249, 1.9592, -2.0481], [-3.9867, 1.5433, -2.0503], [0.6437, -2.5623, -4.4728], [0.9936, -2.5203, -2.9773], [0.6067, -3.8698, -2.3715], [0.2674, -1.3898, -2.2484], [2.4945, -2.2161, -2.8252], [3.3585, -3.0004, -2.0572], [4.6912, -2.6445, -1.8643], [5.2121, -1.5078, -2.4601], [4.3787, -0.7376, -3.2679], [3.0511, -1.0885, -3.4480], [-0.4345, -2.7097, -4.5827], [1.1640, -3.3899, -4.9765], [0.9130, -1.6290, -4.9750], [-0.4562, -4.0426, -2.5489], [0.7450, -3.8613, -1.2871], [1.1840, -4.6965, -2.8083], [0.3007, -0.4890, -2.8921], [2.9831, -3.8903, -1.5675], [5.3172, -3.2599, -1.2262], [6.2399, -1.2126, -2.2821], [4.7659, 0.1570, -3.7462], [2.4232, -0.4565, -4.0656], [1.9025, -1.9038, 0.9978], [2.4235, -0.7995, 1.6563], [2.3634, -0.6528, 3.0472], [2.8784, 0.4846, 3.6622], [3.4742, 1.4844, 2.9043], [3.5809, 1.3210, 1.5272], [3.0517, 0.2028, 0.9055], [4.1438, 2.9687, 3.6499], [5.5843, 2.8678, 3.4380], [3.5204, 4.0578, 2.8970], [3.7367, 2.9074, 5.0492], [1.6058, -1.7180, 0.0391], [1.2128, -2.4356, 1.5026], [1.8686, -1.4206, 3.6354], [2.8067, 0.6276, 4.7350], [4.0660, 2.1035, 0.9521], [3.1184, 0.0763, -0.1726]],
  "total_charge": -2,
  "s2": 0.76,
  "spin_multiplicity": 2,
  "e_lumo_ev": [3.82, 3.82],
  "homo_energy_ev": [-1.03, -1.76],
  "gap_ev": [4.85, 5.59]
}



# 2
{
  "formula": "C36H34FI2N6O4PdS",
  "method": "wB97M-V/def2-TZVPD",
  "symbols": ["Pd", "I", "C", "C", "C", "I", "C", "O", "C", "C", "N", "C", "C", "C", "C", "C", "C", "N", "C", "H", "H", "H", "H", "H", "H", "H", "H", "H", "H", "H", "C", "C", "N", "C", "C", "C", "O", "O", "C", "O", "C", "C", "C", "F", "C", "C", "C", "N", "C", "C", "N", "C", "C", "H", "H", "H", "H", "H", "H", "H", "H", "H", "H", "H", "H", "H", "H", "H", "H", "H", "H", "S", "C", "N", "C", "C", "C", "C", "C", "C", "H", "H", "H", "H", "H"],
  "positions_angstrom": [[-0.3427, 0.2539, -0.1666], [6.6496, 3.7500, -0.6143], [4.9472, 2.5803, -0.7579], [5.0475, 1.2474, -1.1975], [3.9102, 0.5167, -1.3507], [3.9886, -1.4742, -1.9283], [2.5767, 1.0931, -1.1014], [1.5756, 0.4286, -1.3619], [2.5336, 2.4542, -0.5522], [1.2525, 3.0757, -0.0786], [0.0758, 2.6126, -0.7807], [-1.1381, 3.3253, -0.4278], [-2.3367, 2.5292, -0.8495], [-3.5605, 3.1358, -1.0819], [-4.6556, 2.3515, -1.4032], [-4.4992, 0.9754, -1.4843], [-3.2484, 0.4386, -1.2538], [-2.1988, 1.2018, -0.9511], [3.6929, 3.1514, -0.4190], [6.0098, 0.8017, -1.4070], [1.3564, 4.1668, -0.1455], [1.1184, 2.8216, 0.9833], [0.2160, 2.6379, -1.7851], [-1.1713, 4.3260, -0.8705], [-1.1730, 3.4342, 0.6603], [-3.6492, 4.2101, -0.9974], [-5.6176, 2.8119, -1.5827], [-5.3323, 0.3273, -1.7122], [-3.0735, -0.6275, -1.2986], [3.6659, 4.1668, -0.0454], [-4.2097, -2.6734, 6.0308], [-2.8886, -3.2521, 5.5339], [-2.6080, -2.8382, 4.1517], [-1.8540, -1.7458, 3.9551], [-1.5780, -1.1943, 2.7348], [-0.7418, 0.0792, 2.7506], [0.0255, 0.2316, 3.6936], [-0.9280, 0.9159, 1.7949], [-2.0496, -1.8309, 1.5479], [-1.8163, -1.4428, 0.3764], [-2.8655, -3.0219, 1.7713], [-3.4114, -3.7024, 0.6782], [-4.2617, -4.7546, 0.8580], [-4.8078, -5.3201, -0.2386], [-4.6223, -5.2179, 2.1402], [-4.0428, -4.5664, 3.2192], [-3.1747, -3.4780, 3.0661], [-5.4925, -6.2949, 2.3570], [-5.7535, -7.2884, 1.3275], [-6.0410, -8.6334, 1.9838], [-7.2202, -8.5015, 2.8963], [-6.9460, -7.4651, 3.9402], [-6.6234, -6.1424, 3.2575], [-4.4154, -3.0190, 7.0427], [-5.0391, -2.9575, 5.3827], [-4.1585, -1.5851, 6.0487], [-2.8740, -4.3394, 5.5899], [-2.0772, -2.8882, 6.1604], [-1.4403, -1.2757, 4.8382], [-3.1734, -3.3727, -0.3238], [-4.2838, -4.9233, 4.2099], [-4.8832, -7.4173, 0.6916], [-6.5977, -7.0048, 0.6827], [-5.1892, -8.9516, 2.5826], [-6.2467, -9.3927, 1.2311], [-7.4391, -9.3985, 3.3333], [-8.0392, -8.2250, 2.3479], [-6.0979, -7.8069, 4.5312], [-7.8162, -7.3623, 4.5864], [-6.4075, -5.4017, 4.0230], [-7.5102, -5.7929, 2.7048], [2.3922, -2.6189, 2.5186], [1.8624, -1.0824, 1.9806], [1.2144, -1.0687, 0.8585], [1.1037, -2.3477, 0.3068], [0.5082, -2.6913, -0.9107], [0.4520, -4.0208, -1.2664], [0.9968, -5.0113, -0.4410], [1.6355, -4.6860, 0.7361], [1.6831, -3.3444, 1.1058], [2.0282, -0.1995, 2.5819], [0.1340, -1.9236, -1.5756], [-0.0075, -4.3087, -2.2023], [0.9332, -6.0477, -0.7436], [2.0913, -5.4466, 1.3553]],
  "total_charge": 3,
  "spin_multiplicity": 1,
  "e_lumo_ev": [-10.61, -10.60],
  "homo_energy_ev": [-14.41, -14.42],
  "gap_ev": [3.80, 3.82]
}



# 3
{
  "formula": "C36H34N13O2S2Tl",
  "method": "wB97M-V/def2-TZVPD",
  "symbols": ["Tl", "C", "C", "N", "N", "C", "N", "S", "C", "C", "C", "C", "C", "N", "H", "H", "H", "H", "H", "H", "H", "H", "H", "H", "C", "C", "N", "N", "C", "S", "N", "N", "H", "H", "H", "H", "H", "H", "N", "C", "C", "C", "C", "C", "C", "C", "N", "C", "C", "N", "C", "H", "H", "H", "H", "H", "H", "H", "O", "C", "N", "C", "C", "O", "N", "C", "C", "C", "C", "C", "C", "C", "C", "C", "C", "C", "C", "H", "H", "H", "H", "H", "H", "H", "H", "H", "H", "H"],
  "positions_angstrom": [[0.2991, 0.3231, 0.9878], [-3.3740, 3.6063, -0.9005], [-2.1313, 3.0100, -0.3102], [-2.1331, 2.1535, 0.6373], [-3.3234, 1.6623, 1.0536], [-3.4188, 0.9061, 2.1979], [-4.5690, 0.1771, 2.2423], [-2.3292, 0.9402, 3.4256], [-0.8074, 3.3689, -0.9019], [-0.7528, 4.0634, -2.1073], [0.4766, 4.2702, -2.7124], [1.6161, 3.7848, -2.0993], [1.4720, 3.1128, -0.8923], [0.3013, 2.9114, -0.3047], [-4.1714, 3.6597, -0.1579], [-3.7350, 3.0315, -1.7567], [-3.1871, 4.6247, -1.2383], [-4.1452, 1.7530, 0.4656], [-4.9467, -0.1810, 1.3789], [-4.6415, -0.4372, 3.0362], [-1.6550, 4.4106, -2.5930], [0.5352, 4.7942, -3.6576], [2.5965, 3.9231, -2.5320], [2.3315, 2.7232, -0.3597], [1.6521, -5.4279, -0.7142], [0.2871, -4.9083, -0.4740], [-0.8235, -5.5549, -0.6200], [-1.7890, -4.6441, -0.2939], [-1.3117, -3.4359, 0.0593], [-2.1842, -2.0870, 0.5040], [0.0487, -3.6181, -0.0621], [0.9930, -2.6514, 0.2087], [1.5803, -6.4425, -1.0957], [2.2324, -5.4359, 0.2097], [2.1834, -4.7995, -1.4321], [-2.7616, -4.8914, -0.3246], [1.5505, -2.4516, -0.6257], [1.6113, -2.9637, 0.9511], [3.9252, -2.3835, -9.2799], [3.3114, -2.0318, -8.3753], [2.5448, -1.5874, -7.2479], [1.3365, -0.9266, -7.4450], [0.6022, -0.4875, -6.3595], [1.0719, -0.6991, -5.0657], [2.2725, -1.3789, -4.8646], [3.0034, -1.8148, -5.9527], [0.3309, -0.2234, -3.9589], [-0.8307, 0.5235, -3.9816], [-1.1601, 0.7405, -2.6829], [-0.2312, 0.1654, -1.8527], [0.6418, -0.3997, -2.6404], [0.9727, -0.7589, -8.4491], [-0.3354, 0.0176, -6.5304], [2.6457, -1.5830, -3.8709], [3.9399, -2.3321, -5.7951], [-1.3132, 0.8266, -4.8893], [-2.0106, 1.2725, -2.2952], [1.4969, -0.9639, -2.3121], [3.2805, 1.4926, 1.3408], [3.6823, 0.5930, 0.6225], [5.0029, 0.3458, 0.3302], [5.1372, -0.7138, -0.6403], [3.6438, -1.1068, -0.7693], [3.2650, -2.0461, -1.4856], [2.8748, -0.3265, -0.0276], [5.8905, -1.9297, -0.1308], [6.2129, -2.0638, 1.2129], [6.8328, -3.2172, 1.6759], [7.1264, -4.2498, 0.8014], [6.7975, -4.1243, -0.5422], [6.1835, -2.9738, -1.0049], [5.6709, -0.1672, -1.9580], [7.0372, -0.1554, -2.2186], [7.5290, 0.4167, -3.3821], [6.6595, 0.9806, -4.3037], [5.2968, 0.9811, -4.0472], [4.8084, 0.4159, -2.8800], [5.7334, 0.9859, 0.5871], [5.9750, -1.2636, 1.9006], [7.0853, -3.3049, 2.7242], [7.6097, -5.1477, 1.1618], [7.0210, -4.9272, -1.2322], [5.9224, -2.8810, -2.0499], [7.7192, -0.6128, -1.5137], [8.5936, 0.4154, -3.5721], [7.0415, 1.4183, -5.2158], [4.6092, 1.4146, -4.7621], [3.7431, 0.4377, -2.6828]],
  "total_charge": 0,
  "spin_multiplicity": 1,
  "e_lumo_ev": -0.09,
  "homo_energy_ev": -7.94,
  "gap_ev": 7.85
}



# 4
{
  "formula": "C36H35AgFN5O3S2Si",
  "method": "wB97M-V/def2-TZVPD",
  "symbols": ["Ag", "C", "Si", "C", "C", "N", "C", "C", "C", "C", "C", "C", "F", "H", "H", "H", "H", "H", "H", "H", "H", "H", "H", "H", "H", "H", "S", "C", "C", "C", "C", "C", "C", "N", "C", "C", "C", "C", "C", "C", "C", "C", "N", "C", "C", "C", "C", "C", "S", "C", "H", "H", "H", "H", "H", "H", "H", "H", "H", "H", "H", "H", "O", "C", "N", "C", "O", "C", "C", "C", "C", "N", "C", "H", "H", "H", "H", "H", "H", "H", "H", "O", "H", "H"],
  "positions_angstrom": [[-0.2953, -0.1027, 0.3505], [-1.5268, 1.3924, 3.2510], [-0.5526, -0.2062, 3.4477], [-0.1009, -0.3038, 5.2646], [-1.7513, -1.6214, 3.1503], [0.6981, -0.3074, 2.3034], [2.0487, -0.1851, 2.3795], [2.7791, 0.1582, 3.5433], [4.1575, 0.2980, 3.5695], [4.9255, 0.0980, 2.4309], [4.2610, -0.2616, 1.2638], [2.8931, -0.3944, 1.2644], [2.3307, -0.7961, 0.0704], [-2.4631, 1.3939, 3.8187], [-1.7559, 1.5974, 2.2017], [-0.9190, 2.2268, 3.6160], [-1.0332, -0.3398, 5.8365], [0.4606, 0.5680, 5.6057], [0.4764, -1.1984, 5.5082], [-2.6790, -1.5222, 3.7232], [-1.2765, -2.5600, 3.4538], [-2.0148, -1.7063, 2.0918], [2.2239, 0.3258, 4.4549], [4.6356, 0.5719, 4.5024], [6.0006, 0.2063, 2.4452], [4.7945, -0.4549, 0.3414], [1.5276, -0.2108, -6.8482], [3.2236, -0.2626, -7.0143], [3.8471, -0.2491, -5.8053], [2.9249, -0.1950, -4.7241], [1.6227, -0.1679, -5.1348], [0.4081, -0.1116, -4.3021], [0.5121, -0.1668, -2.8950], [-0.5179, -0.1270, -2.0880], [-1.7586, -0.0220, -2.6019], [-1.9766, 0.0527, -3.9789], [-3.3142, 0.1988, -4.4935], [-4.3667, 0.2792, -3.6596], [-4.1796, 0.2085, -2.2330], [-5.2527, 0.3229, -1.3379], [-5.0381, 0.2671, 0.0179], [-3.7081, 0.0947, 0.4453], [-2.6841, -0.0072, -0.3680], [-2.8978, 0.0475, -1.6978], [-6.1333, 0.4006, 0.9936], [-7.4703, 0.5157, 0.7380], [-8.2535, 0.6327, 1.9168], [-7.4917, 0.6052, 3.0445], [-5.8346, 0.4389, 2.6835], [-0.8569, -0.0007, -4.8233], [3.6702, -0.3010, -7.9940], [4.9195, -0.2755, -5.6851], [3.2283, -0.1720, -3.6878], [1.4819, -0.2461, -2.4178], [-3.4520, 0.2535, -5.5663], [-5.3710, 0.4032, -4.0446], [-6.2471, 0.4725, -1.7385], [-3.4753, 0.0522, 1.5054], [-7.8908, 0.5111, -0.2569], [-9.3288, 0.7295, 1.9230], [-7.8178, 0.6724, 4.0691], [-1.0148, 0.0586, -5.8950], [-5.6695, 3.4504, -1.9451], [-4.8801, 4.6058, -1.7130], [-3.6595, 4.1018, -1.1344], [-2.6337, 4.9419, -0.8582], [-2.7118, 6.1401, -1.0742], [-1.4102, 4.3193, -0.2605], [-0.5595, 5.0824, 0.5265], [0.5400, 4.4733, 1.1029], [0.7518, 3.1183, 0.8767], [-0.0403, 2.3899, 0.0923], [-1.0873, 2.9885, -0.4657], [-6.5496, 3.7315, -2.2116], [-5.3756, 5.2967, -1.0244], [-4.6553, 5.1389, -2.6396], [-3.6608, 3.1441, -0.8241], [-0.7782, 6.1316, 0.6769], [1.2195, 5.0260, 1.7367], [1.5700, 2.5870, 1.3520], [-1.6942, 2.3628, -1.1113], [-0.0629, -2.8170, 0.0043], [0.9009, -2.8024, -0.0373], [-0.2319, -3.0322, 0.9297]],
  "total_charge": 0,
  "spin_multiplicity": 1,
  "e_lumo_ev": -0.69,
  "homo_energy_ev": -6.39,
  "gap_ev": 5.69
}



# 5
{
  "formula": "C36H35As2KN4S",
  "method": "wB97M-V/def2-TZVPD",
  "symbols": ["K", "C", "C", "C", "C", "C", "C", "C", "H", "H", "H", "H", "H", "H", "H", "H", "C", "As", "C", "C", "C", "C", "C", "C", "C", "As", "C", "C", "H", "H", "H", "H", "H", "H", "H", "H", "H", "H", "H", "H", "H", "H", "H", "H", "S", "N", "C", "C", "C", "C", "C", "N", "C", "C", "N", "C", "C", "C", "C", "C", "N", "H", "H", "H", "H", "H", "H", "C", "C", "C", "C", "C", "C", "C", "H", "H", "H", "H", "H"],
  "positions_angstrom": [[-0.4117, -0.9679, -0.9863], [-0.1322, -3.2372, 2.0980], [0.1931, -3.5882, 0.6644], [-0.7121, -4.3314, -0.1665], [-0.4166, -4.6913, -1.4626], [0.8517, -4.3890, -1.9580], [1.6921, -3.5846, -1.2496], [1.3966, -3.1968, 0.0615], [-0.7119, -3.9818, 2.6008], [-0.6830, -2.3620, 1.9804], [0.8178, -2.9252, 2.5900], [-1.5962, -4.7543, 0.3072], [-1.0792, -5.4101, -2.0022], [1.2239, -4.9148, -2.8849], [2.7560, -3.4766, -1.5156], [2.1762, -2.9693, 0.7351], [2.6891, 1.9937, 1.6858], [1.7641, 0.2016, 1.8077], [3.3765, -0.8063, 2.6109], [0.8946, 0.6008, 3.5815], [1.6038, 0.5023, 4.7474], [1.0552, 0.9345, 5.9661], [-0.1719, 1.4984, 6.0476], [-0.9384, 1.5920, 4.8671], [-0.3998, 1.1321, 3.6501], [-1.5674, 1.0694, 2.0215], [-0.9398, 2.4385, 0.9718], [-3.2612, 2.0155, 2.7750], [3.0809, 2.1506, 2.6569], [1.8918, 2.5937, 1.3808], [3.4482, 1.9431, 0.9339], [3.8427, -0.2247, 3.3934], [3.9826, -1.2772, 1.6995], [3.0856, -1.6627, 3.1083], [2.6349, 0.0619, 4.6243], [1.5923, 0.7745, 6.9122], [-0.5128, 1.8006, 7.0310], [-1.9736, 2.0203, 4.9045], [-0.2022, 2.9996, 1.3520], [-3.7098, 3.5416, -0.9330], [-0.7953, 2.3370, -0.0308], [-2.9978, 2.9100, 3.2078], [-3.7485, 1.4645, 3.4790], [-3.8800, 1.9853, 2.0020], [2.6412, 3.7810, -7.0094], [3.4680, 2.6953, -6.1149], [2.5224, 2.4104, -5.1846], [2.8401, 1.4058, -4.0472], [4.1619, 0.8953, -3.7536], [4.2618, 0.0519, -2.6589], [3.0993, -0.2519, -1.9392], [1.8280, 0.0980, -2.2863], [1.7519, 1.0084, -3.2702], [0.3913, 1.7565, -3.3470], [-0.5603, 1.3322, -2.5892], [-1.6891, 2.0888, -2.6094], [-1.9637, 3.3155, -3.2620], [-0.9062, 3.6374, -4.1658], [0.3372, 2.9104, -4.1014], [1.4230, 3.2223, -5.0749], [1.2618, 3.9311, -6.2258], [4.9594, 1.0877, -4.4220], [5.2190, -0.2227, -2.2940], [3.1725, -0.6950, -0.9686], [-3.5055, 3.0040, -1.2526], [-3.0127, 3.4306, -3.2986], [-0.9360, 4.6314, -4.6353], [-1.9807, -0.7982, 1.8345], [-2.8356, -1.3017, 0.7575], [-3.2437, -0.7110, -0.5134], [-4.2080, -1.3930, -1.2953], [-4.8346, -2.5423, -0.8963], [-4.1617, -3.3144, 0.1324], [-3.2945, -2.6678, 0.9588], [-3.2547, 0.3707, -0.5406], [-4.7334, -0.8202, -2.1033], [-5.6557, -2.9691, -1.4651], [-4.6682, -4.1866, 0.4054], [-3.1025, -3.0008, 1.9702]],
  "total_charge": -2,
  "spin_multiplicity": 1,
  "e_lumo_ev": 3.66,
  "homo_energy_ev": 0.65,
  "gap_ev": 3.02
}



Table of relative energy (zero: lowest compared OMol25 entry of this formula, charge and spin) (kJ/mol), in record order: 20.1 0.0 53.4 12.1 0.0
Table of molar mass (g mol⁻¹), in record order: 769.2 1026.0 949.3 804.8 744.7